1.
ORCA calculation (wB97M-V/def2-TZVPD) on a structure of composition C16H20BCl3GeN8Pd.

CARTESIAN COORDINATES (ANGSTROEM)
Pd 0.21058 0.01651 0.12542
C -0.62869 3.61576 -0.77478
C -1.36072 2.48618 -1.37762
C -2.42462 2.60055 -2.36191
C -2.82982 1.26718 -2.62858
N -2.10306 0.46626 -1.90065
N -1.17514 1.22211 -1.12150
B -2.03410 -1.13909 -1.68114
N -0.65672 -1.59376 -2.14767
C -0.31376 -2.33396 -3.23413
C 1.04046 -2.54022 -3.23034
C 1.52327 -1.88232 -2.08930
C 2.92263 -1.81197 -1.60020
N 0.49029 -1.31570 -1.45798
N -2.29671 -1.36421 -0.18998
C -3.40426 -1.85226 0.41746
C -3.20440 -1.86925 1.77577
C -1.91937 -1.35763 1.97551
C -1.19447 -1.13919 3.25500
N -1.38395 -1.06161 0.78135
N -3.11056 -1.89281 -2.49947
C -3.29334 -3.30593 -2.46167
C -4.29067 -3.61369 -3.31046
C -4.71135 -2.36493 -3.86687
C -5.75607 -2.08662 -4.83327
N -3.93327 -1.33376 -3.31882
H -1.34249 4.33604 -0.36509
H 0.05024 3.29965 0.01246
H -0.06810 4.14382 -1.55307
H -2.82279 3.50788 -2.79699
H -3.59756 0.90810 -3.29614
H -1.05373 -2.66758 -3.94365
H 1.61783 -3.09886 -3.94854
H 3.31907 -2.81972 -1.46855
H 3.56290 -1.31379 -2.32941
H 2.99634 -1.29381 -0.64412
H -4.26637 -2.16741 -0.14863
H -3.88751 -2.21801 2.53273
H -1.58055 -1.80607 4.02397
H -0.12806 -1.35223 3.14689
H -1.34219 -0.11910 3.61578
H -2.67744 -3.91790 -1.81983
H -4.69229 -4.59022 -3.53201
H -6.72082 -2.45239 -4.44720
H -5.82846 -1.03161 -5.07974
H -5.59689 -2.68403 -5.74312
Cl 1.04808 2.17089 3.42722
Ge 2.07866 0.88199 2.22356
Cl 2.36891 1.45323 0.21451
Cl 2.99436 -0.84915 2.80291

Calculated values
HOMO energy (alpha / beta) ... -20.9 / -20.9 eV
Net charge ... +4
Multiplicity ... 5
Calculated total energy ... -127034.25850 eV



2.
ORCA calculation (wB97M-V/def2-TZVPD) on a structure of composition C16H20BN8ORuS.

CARTESIAN COORDINATES (ANGSTROEM)
Ru -0.16915 0.18852 -0.73024
C 2.58640 0.42301 -3.89235
C 1.93392 0.99661 -2.80701
N 1.11376 0.09887 -2.25481
N 1.22328 -1.07467 -2.95223
C 2.12165 -0.87278 -3.94659
B 0.63504 -2.37249 -2.39966
N 0.90926 -2.54274 -0.89800
C 1.32881 -3.57674 -0.13711
C 1.40363 -3.17894 1.18413
C 0.99285 -1.85638 1.18673
N 0.68509 -1.47760 -0.06708
N -0.98734 -2.29206 -2.51640
C -1.90560 -3.00727 -3.09803
C -3.19860 -2.52361 -2.70106
C -2.89258 -1.43652 -1.81960
N -1.60903 -1.28094 -1.71025
N 1.21074 -3.57532 -3.19372
C 2.39485 -4.12651 -3.12439
C 2.49548 -5.10700 -4.17838
C 1.23280 -5.00131 -4.85550
N 0.47515 -4.12058 -4.29404
H 3.29723 0.89363 -4.55141
H 2.00071 1.99922 -2.41395
H 2.36341 -1.65134 -4.65133
H 1.53064 -4.54795 -0.55932
H 1.71554 -3.77078 2.02919
H 0.89825 -1.16828 2.01554
H -1.67522 -3.81782 -3.77275
H -4.16578 -2.89901 -3.00589
H -3.59558 -0.79943 -1.30067
H 3.14885 -3.85586 -2.39743
H 3.34268 -5.74378 -4.39646
H 0.89233 -5.56656 -5.71316
O -0.90871 1.88955 -1.07910
S -2.12217 2.93353 -0.78419
C -1.36374 4.19554 0.28848
C -1.59771 5.52650 -0.43110
C -1.42487 5.27994 -1.92756
C -2.16444 3.98193 -2.26554
H -0.30733 3.92655 0.35267
H -1.83351 4.10926 1.26782
H -0.86241 6.24140 -0.05931
H -2.58855 5.91915 -0.19893
H -0.37274 5.20150 -2.20203
H -1.86869 6.09093 -2.50528
H -1.74336 3.39043 -3.07968
H -3.23067 4.12779 -2.45677

Calculated values
HOMO energy (alpha / beta) ... -21.8 / -21.7 eV
ΔE to the lowest compared entry with this formula, charge and spin ... 0.0 kJ/mol
Net charge ... +4
Multiplicity ... 6
Calculated total energy ... -44932.88266 eV



3.
ORCA calculation (wB97M-V/def2-TZVPD) on a structure of composition C16H20Br36FO5PS.

CARTESIAN COORDINATES (ANGSTROEM)
C 6.48279 0.88548 1.83836
C 6.11008 -0.49273 1.32057
F 7.24707 -1.16389 0.88516
C 5.39486 -1.36389 2.33936
O 4.27235 -0.58982 2.82270
C 3.12555 -1.27864 2.83928
O 2.87243 -2.15902 3.59229
O 2.24647 -0.96231 1.80806
P 1.44738 0.45639 1.96277
O -0.09206 0.17832 2.15132
O 1.57452 1.10781 0.51601
S 2.08769 1.59292 3.36173
H 6.24292 1.65568 1.10710
H 7.55089 0.92718 2.04772
H 5.95830 1.14516 2.75685
H 5.43853 -0.39202 0.46240
H 6.07230 -1.53844 3.18252
H 5.08953 -2.31967 1.91473
H -0.44852 -0.50862 1.56454
H 2.40358 1.60693 0.47846
C 1.78583 -3.43218 -0.95339
Br 1.16124 -4.63686 -2.30986
Br 0.32614 -2.50662 -0.10382
Br 2.90330 -4.31562 0.33830
H 2.39625 -2.68496 -1.44112
C -1.81474 -0.24784 -3.48593
Br -3.56228 0.51365 -3.22696
Br -0.63381 0.21705 -2.04591
Br -1.89530 -2.14890 -3.75230
H -1.40854 0.18825 -4.38784
C 8.02877 -0.40809 -3.23349
Br 6.31596 0.24079 -2.64910
Br 9.46019 0.22070 -2.11728
Br 8.03056 -2.32558 -3.39124
H 8.19710 -0.00644 -4.22225
C -3.42811 4.53444 -2.60124
Br -4.01153 3.61510 -1.01305
Br -1.73432 3.88716 -3.23535
Br -4.76548 4.47752 -3.98130
H -3.29142 5.57226 -2.33109
C 9.04223 -1.46668 5.44176
Br 8.28866 -2.38917 3.92946
Br 9.33065 0.39539 5.05424
Br 7.97017 -1.70522 7.01887
H 10.00881 -1.90648 5.63880
C -3.72279 -1.10807 3.54108
Br -5.62240 -0.87664 3.38605
Br -3.28923 -2.44240 4.85016
Br -2.92373 -1.49238 1.82984
H -3.30601 -0.17139 3.88334
C -0.67593 6.28130 -6.46783
Br -2.40985 7.05203 -6.15325
Br 0.53839 6.65735 -5.02339
Br -0.79895 4.39387 -6.81635
H -0.27057 6.74580 -7.35450
C -9.14853 -3.27286 3.41603
Br -9.20269 -1.49205 2.68985
Br -10.40911 -3.49529 4.85041
Br -9.38164 -4.60147 2.04701
H -8.16095 -3.41241 3.83338
C -5.04437 -4.71403 8.06007
Br -6.50957 -4.45544 6.83771
Br -4.08375 -3.07643 8.36846
Br -5.63337 -5.51133 9.70716
H -4.35795 -5.40715 7.59614
C -6.38922 -1.99716 -4.39372
Br -8.28222 -1.68839 -4.53660
Br -5.98558 -3.35446 -3.09462
Br -5.60116 -2.39580 -6.10236
H -5.93841 -1.07940 -4.04390
C 3.08873 -0.28242 -5.57409
Br 4.88020 -0.94001 -5.78628
Br 2.27348 -0.88352 -3.93430
Br 3.01318 1.63326 -5.72962
H 2.49882 -0.69257 -6.38064
C -7.35980 7.00175 -1.85454
Br -8.15309 7.72638 -0.26107
Br -8.57896 7.03844 -3.34033
Br -5.70279 7.87966 -2.28341
H -7.12717 5.96473 -1.65673

Calculated values
HOMO energy ... -9.4 eV
Calculated total energy ... -2571523.46114 eV



4.
ORCA calculation (wB97M-V/def2-TZVPD) on the molecule C16H20F4N6O2.

CARTESIAN COORDINATES (ANGSTROEM)
O 2.76233 2.85451 -0.67735
C 2.25136 2.16444 0.16734
N 2.81603 1.11762 0.78317
C 4.07337 0.58101 0.31065
C 3.88686 -0.58459 -0.66569
C 3.52675 -1.91058 0.01539
N 2.18152 -1.92797 0.52400
C 1.77894 -1.65805 1.80347
C 0.41676 -1.74764 1.79930
N -0.01943 -2.05705 0.54964
C 1.05694 -2.15480 -0.18440
C 0.83707 2.52058 0.72194
F 0.41963 1.61071 1.64860
F 0.88431 3.70334 1.37141
C -0.21623 2.55254 -0.40400
F 0.09953 3.48330 -1.33323
F -1.42853 2.92564 0.07955
C -0.28045 1.15968 -1.08270
O 0.73028 0.49017 -1.16246
N -1.47627 0.83602 -1.56098
C -1.70548 -0.40589 -2.26979
C -3.00671 -1.08699 -1.85945
C -3.04481 -1.48111 -0.37536
N -3.45235 -0.38253 0.45938
C -2.67474 0.33191 1.32596
C -3.48948 1.28036 1.87327
N -4.74364 1.16403 1.36405
C -4.69023 0.16544 0.52770
H 2.25535 0.53095 1.38741
H 4.66690 0.27223 1.17557
H 4.58301 1.40038 -0.20062
H 3.10100 -0.31602 -1.37315
H 4.81731 -0.72707 -1.21570
H 3.62459 -2.72211 -0.71211
H 4.21306 -2.10613 0.84476
H 2.47471 -1.47310 2.59721
H -0.26943 -1.61571 2.61152
H 1.06952 -2.40022 -1.22727
H -2.25887 1.46210 -1.42964
H -0.85416 -1.05113 -2.04559
H -1.72247 -0.20194 -3.34678
H -3.85303 -0.43296 -2.08325
H -3.10902 -1.98675 -2.46681
H -2.05359 -1.81871 -0.04921
H -3.76106 -2.29828 -0.24245
H -1.64053 0.10442 1.47383
H -3.25358 2.03696 2.59308
H -5.52302 -0.20105 -0.04021

Calculated values
HOMO energy ... -8.6 eV
ΔE to the lowest compared entry with this formula, charge and spin ... 0.0 kJ/mol
Calculated total energy ... -40823.41700 eV



5.
ORCA calculation (wB97M-V/def2-TZVPD) on a cluster of 5 separate species, C16H20F4O14 in total.

CARTESIAN COORDINATES (ANGSTROEM)
O -3.37383 2.04854 0.10225
C -2.24385 2.21516 0.63027
O -1.20753 2.84048 0.07490
C -0.33893 3.17841 1.15794
C -0.67402 2.04976 2.21692
F -0.48835 2.67368 3.38933
O -2.00677 1.94478 1.96772
H 0.69976 3.07837 0.84297
H -0.50101 4.21050 1.46879
H -0.04899 1.16098 2.13036
O -4.32646 -3.63652 1.91305
C -4.02327 -2.49992 1.57211
O -4.63963 -1.71519 0.61802
C -3.89587 -0.56613 0.43348
C -3.10452 -0.45389 1.71458
F -3.67236 0.39161 2.60402
O -3.09188 -1.83754 2.20946
H -3.28336 -0.62663 -0.46612
H -4.70396 0.15559 0.31430
H -2.14585 -0.01187 1.44321
O 1.73924 -6.67266 -1.97232
C 1.23235 -5.61481 -1.55756
O 0.65460 -5.46010 -0.37610
C 0.31317 -4.04102 -0.19645
C 1.06979 -3.44537 -1.33737
F 2.23485 -2.93610 -0.97258
O 1.26242 -4.48369 -2.21086
H -0.75902 -3.97146 -0.37992
H 0.42494 -3.73160 0.84272
H 0.44435 -2.65738 -1.75693
O -0.91927 0.06746 0.38793
C 0.27104 -0.11683 0.32512
O 1.32501 0.66650 0.77131
C 2.53159 0.09581 0.36340
C 2.14709 -1.35979 0.39794
F 2.19091 -1.82492 1.65153
O 0.78735 -1.24227 -0.07488
H 2.76319 0.38772 -0.66093
H 3.28245 0.42430 1.08201
H 2.71977 -1.98493 -0.28715
C -0.37003 1.54043 -2.06385
C 1.10872 1.62544 -2.59740
O 2.11165 1.85474 -1.51877
C 2.22170 3.09763 -1.00885
C 3.43667 3.35362 -0.03709
O 1.43834 4.07343 -1.26885
H -0.71230 2.19297 -1.26066
H -0.44028 0.48688 -1.79330
H -1.19358 1.71568 -2.75606
H 1.46794 0.69076 -3.02803
H 1.26199 2.39303 -3.35595
H 4.27350 2.93079 -0.59298
H 3.30920 2.90199 0.94672
H 3.44137 4.44360 -0.04140

Calculated values
HOMO energy ... -10.6 eV
Calculated total energy ... -56445.65167 eV



6.
ORCA calculation (wB97M-V/def2-TZVPD) on a structure of composition C16H20MoN3O9S.

CARTESIAN COORDINATES (ANGSTROEM)
Mo -1.04298 0.01810 -0.56559
O -3.31876 3.34982 -0.11711
C -2.75128 2.32944 0.09481
O -1.90479 1.72412 -0.75983
C -2.82541 1.52829 1.35423
C -3.51174 1.83659 2.50834
C -3.41927 0.94921 3.57673
C -2.65182 -0.20563 3.46318
C -2.00602 -0.43823 2.26754
N -2.10788 0.41726 1.25991
C -1.12716 -1.59649 1.91300
O -0.79652 -2.45720 2.66695
O -0.77905 -1.51545 0.62766
H -4.09339 2.74672 2.55324
H -3.94344 1.15995 4.49905
H -2.54579 -0.91789 4.26947
N 0.56901 0.74981 -0.11481
C 1.80752 0.71165 -0.57328
N 2.87844 0.90404 0.13695
C 4.25124 0.74876 -0.38368
C 4.87345 -0.48571 0.25625
C 4.68787 -0.48457 1.79144
C 4.06775 0.81919 2.28964
C 2.74310 1.11203 1.59728
H 4.79202 1.65662 -0.11761
H 4.22102 0.68568 -1.46515
H 5.92830 -0.51583 -0.01605
H 4.41074 -1.37116 -0.18178
H 5.64574 -0.63307 2.28741
H 4.05394 -1.32121 2.09114
H 4.75946 1.65146 2.14791
H 3.87317 0.76409 3.36081
H 2.41057 2.13508 1.77684
H 1.96760 0.43143 1.95086
C -2.08511 -2.23760 -3.43647
C -3.04797 -1.54134 -2.50187
C -3.92884 -0.51729 -3.18317
O -2.34287 -0.84286 -1.43773
H -2.66150 -2.84918 -4.13039
H -1.40175 -2.88625 -2.89411
H -1.51516 -1.51372 -4.01965
H -3.65147 -2.27951 -1.97007
H -3.31948 0.25793 -3.64906
H -4.61742 -0.05283 -2.47880
H -4.51361 -1.01222 -3.95883
O -0.37012 0.71237 -2.59135
S 0.74198 -0.25813 -2.66779
O 1.99866 0.46578 -1.89789
O 0.33393 -1.31375 -1.71067
O 1.26505 -0.61828 -3.91791

Calculated values
HOMO energy ... -13.2 eV
ΔE to the lowest compared entry with this formula, charge and spin ... 8.9 kJ/mol
Net charge ... +1
Calculated total energy ... -52501.67178 eV



7.
ORCA calculation (wB97M-V/def2-TZVPD) on the molecule C16H20N2O4S2.

CARTESIAN COORDINATES (ANGSTROEM)
C 6.01764 2.24352 -1.13471
C 5.02883 1.38368 -0.35892
N 4.75286 0.15269 -1.06366
S 4.07434 -1.08283 -0.18168
O 4.88049 -1.26781 0.98699
O 3.88564 -2.17356 -1.09050
C 2.47542 -0.45006 0.31115
C 1.42082 -0.51939 -0.57942
C 0.19036 0.00417 -0.23294
C 0.02220 0.61589 1.01142
N -1.21569 1.10802 1.37816
S -2.43032 1.59153 0.30402
O -3.26020 2.45782 1.08743
O -1.82934 2.11315 -0.88782
C -3.31230 0.07894 -0.07013
C -2.93176 -1.11113 0.51253
C -3.60971 -2.28896 0.21386
C -3.19477 -3.57820 0.85104
C -4.67569 -2.22337 -0.67422
C -5.05640 -1.02181 -1.24536
C -4.38116 0.15860 -0.95557
C -4.77358 1.46586 -1.55747
C 1.09862 0.68137 1.90017
C 2.32250 0.14652 1.54775
H 6.92417 1.67865 -1.33058
H 5.58851 2.55342 -2.08483
H 6.26898 3.13028 -0.55937
H 5.45884 1.07655 0.59626
H 4.10701 1.95328 -0.16222
H 4.30468 0.26629 -1.95918
H 1.57381 -1.00591 -1.52982
H -0.63761 -0.03522 -0.92062
H -1.27399 1.58409 2.26434
H -2.10187 -1.12932 1.20106
H -3.47748 -3.58374 1.90336
H -3.67217 -4.42394 0.36384
H -2.11521 -3.70173 0.79597
H -5.21742 -3.12444 -0.92201
H -5.89144 -0.99666 -1.92963
H -3.95553 1.85965 -2.15876
H -4.96846 2.19204 -0.76993
H -5.65876 1.35860 -2.17929
H 0.96446 1.14959 2.86405
H 3.16434 0.17154 2.22118

Calculated values
HOMO energy ... -9.1 eV
ΔE to the lowest compared entry with this formula, charge and spin ... 177.4 kJ/mol
Calculated total energy ... -49756.88555 eV



8.
ORCA calculation (wB97M-V/def2-TZVPD) on a structure of composition C16H20N5O3PS3.

CARTESIAN COORDINATES (ANGSTROEM)
N 2.68815 -4.13460 -0.07450
C 3.07465 -4.30887 -1.50879
C 3.22544 -2.84368 -2.15033
C 2.17374 -1.92040 -1.44579
C 2.48278 -0.87777 -0.45809
P 4.30837 -0.65505 -0.05464
S 4.71868 1.08654 0.70979
C 1.41241 -0.01837 0.21778
C -0.00638 -0.20316 -0.13269
C -1.02723 0.73337 0.58374
C -2.54646 0.40309 0.36722
S -3.13373 -1.12930 1.20253
C -4.15735 -1.98431 -0.03649
N -4.52690 -3.29845 -0.12457
N -5.25554 -3.33141 -1.27680
C -5.34119 -2.13247 -1.89822
O -4.64077 -1.23629 -1.09102
C -0.29511 -1.24348 -1.16493
N -1.55086 -1.54948 -1.66863
S -1.41271 -2.79111 -2.75780
N 0.23513 -3.06100 -2.75288
C 0.72142 -2.13990 -1.85045
H 3.13147 -4.86239 0.49355
H 1.67257 -4.23061 0.00921
H 4.01196 -4.91927 -1.58610
H 2.24247 -4.88259 -2.01322
H 2.87292 -2.95257 -3.22380
H 4.27402 -2.45502 -2.13400
H 5.11640 -0.84594 -1.22311
H 4.62590 -1.71728 0.84442
H 1.73300 0.75881 0.95788
H -0.85795 1.79400 0.23193
H -0.78859 0.75351 1.69391
H -2.75362 0.37157 -0.74481
H -3.18786 1.25500 0.74960
H -5.84808 -1.87445 -2.85639
O -0.00369 5.65326 -0.28593
C -0.31745 5.26466 0.80147
O -0.63101 3.96779 1.08159
C -1.06615 3.86524 2.44556
C -0.48130 5.07559 3.14328
C -0.47139 6.11587 2.03765
H -2.15982 3.86305 2.46296
H -0.70443 2.93110 2.87585
H -1.04543 5.37743 4.02604
H 0.54460 4.86328 3.45589
H -1.41725 6.65836 1.97987
H 0.36213 6.80769 2.14226

Calculated values
HOMO energy ... -8.6 eV
ΔE to the lowest compared entry with this formula, charge and spin ... 307.4 kJ/mol
Calculated total energy ... -72300.33482 eV



9.
ORCA calculation (wB97M-V/def2-TZVPD) on a cluster of 2 separate species, C16H20N5O4 in total.

CARTESIAN COORDINATES (ANGSTROEM)
N 2.75994 -2.63170 1.15685
O -1.18227 5.81656 -3.58442
O 1.64706 3.41873 0.53292
C 2.21992 -3.65208 1.32131
O 0.90169 -8.11353 -0.10639
O 2.27067 -5.80195 -0.56675
C -1.32451 4.93336 -2.75884
C 0.60679 4.00432 0.25321
C -0.73059 -0.07862 -0.90713
C 0.10046 0.99256 -0.71841
C 0.52254 -0.47247 0.88120
C 0.02884 -6.21839 2.92327
C 0.74248 -5.03573 2.70391
C 0.07875 -7.25096 1.98159
C 1.50405 -4.87207 1.53648
C 0.84019 -7.10147 0.81846
C 1.54836 -5.91104 0.59206
N -0.45144 -0.98848 0.10009
N 0.23433 5.06478 0.97611
N -0.29824 4.57687 -1.98522
N 0.87364 0.73409 0.39565
C -2.66915 4.24748 -2.61222
C -0.97536 5.87966 0.82397
C 0.20452 2.21782 -1.59715
C -0.25840 3.53955 -0.94132
H 0.43969 -8.90520 0.22107
H 2.21374 -6.65569 -1.03558
H -1.44118 -0.20163 -1.71751
H 0.98784 -0.96344 1.73228
H -0.55425 -6.34225 3.83286
H 0.70930 -4.24943 3.45347
H -0.47224 -8.16826 2.16748
H -0.85768 -1.91517 0.19394
H 0.88015 5.32628 1.70730
H 0.55162 5.09032 -2.17575
H 1.59457 1.36613 0.75236
H -2.55502 3.17333 -2.73206
H -3.09379 4.48185 -1.63887
H -3.33498 4.62190 -3.39054
H -0.92559 6.47035 -0.09351
H -1.06281 6.56998 1.66575
H -1.86756 5.25161 0.80117
H 1.24308 2.32717 -1.91895
H -0.38686 2.03879 -2.49696
H -1.26234 3.38607 -0.54722

Calculated values
HOMO energy ... -11.3 eV
Net charge ... +1
Calculated total energy ... -32552.06976 eV